Below is a 2-piece molecular cluster, CH3NO4 overall, with properties calculated with ωB97M-V with the def2-TZVPD basis set.

As for the multiplicity: 1. For the LUMO energy, the calculation gives 0.17 eV. Its highest occupied orbital energy is -11.006 eV. As for the SMILES: O=[N+]([O-])O.C=O.

Last column: natural (NBO) charge in e.
Element x y z (Å)
O: -2.9157 -0.2419 0.3014  -0.32
N: -1.7665 -0.2253 0.1172  0.75
O: -1.1165 -1.1880 -0.1834  -0.43
O: -1.1218 0.9679 0.0543  -0.56
H: -0.1697 1.0469 -0.0126  0.51
C: 1.7797 -0.1048 -0.1269  0.29
O: 1.3374 0.7704 0.5327  -0.53
H: 2.7510 -0.5129 0.3233  0.14
H: 1.2221 -0.5123 -1.0058  0.15


Below is a 2-piece molecular cluster, CH3NO4 overall, with properties calculated with ωB97M-V with the def2-TZVPD basis set.

As for the multiplicity: 1. For the LUMO energy, the calculation gives 0.05 eV. Its highest occupied orbital energy is -11.053 eV. As for the SMILES: O=[N+]([O-])O.C=O.

Last column: natural (NBO) charge in e.
Element x y z (Å)
O: -1.5740 -1.1187 0.7381  -0.36
N: -2.0034 -0.4668 -0.1458  0.73
O: -3.1445 -0.1360 -0.4312  -0.36
O: -1.0995 0.0880 -1.0524  -0.53
H: -0.2141 -0.4385 -0.9018  0.51
C: 2.0067 0.4829 0.4477  0.32
O: 1.5002 0.2303 -0.5995  -0.53
H: 1.7191 1.4117 0.9706  0.11
H: 2.8096 -0.0528 0.9744  0.12


Below is a 2-piece molecular cluster, CH3NO4 overall, with properties calculated with ωB97M-V with the def2-TZVPD basis set.

As for the multiplicity: 3. For the LUMO energy (alpha / beta), the calculation gives 0.33 / -3.81 eV. Its highest occupied orbital energy (alpha / beta) is -7.088 / -10.375 eV.

Last column: natural (NBO) charge in e.
Element x y z (Å)
C: -0.3402 0.2646 0.0923  0.61
N: -1.8438 -0.0934 0.0767  0.32
O: -2.6934 0.7623 -0.0920  -0.30
O: -2.0405 -1.2915 0.1514  -0.51
O: 0.2886 -0.6629 0.7154  -0.62
O: 0.0370 1.5485 0.2771  -0.61
H: -0.3961 0.1615 -1.5387  0.08
H: -0.3574 -1.4253 0.5505  0.53
H: 0.4865 1.4572 1.1116  0.49


Below is an isolated ion of composition CH3NO4P and charge -1, with properties calculated with ωB97M-V with the def2-TZVPD basis set.

The net charge is -1. As for the multiplicity: 1. For the LUMO energy, the calculation gives 3.96 eV. Its highest occupied orbital energy is -4.147 eV. As for the SMILES: O=C(O)NP([O-])O.

Last column: natural (NBO) charge in e.
Element x y z (Å)
O: -2.6181 0.6857 0.3154  -0.71
C: -1.5594 0.0844 0.0932  0.86
O: -1.4528 -1.0461 -0.6561  -0.72
N: -0.3184 0.5582 0.2823  -0.99
P: 1.3005 -0.3070 0.6616  1.42
O: 1.0056 -1.7089 0.1834  -1.18
O: 2.1324 0.2790 -0.6377  -1.03
H: -0.5200 -1.2606 -0.4800  0.51
H: -0.4749 1.5809 0.8119  0.37
H: 2.5051 1.1345 -0.5739  0.47


Below is one molecule with the formula CH3NOS, with properties calculated with ωB97M-V with the def2-TZVPD basis set.

As for the multiplicity: 1. For the LUMO energy, the calculation gives 0.03 eV. Its highest occupied orbital energy is -8.704 eV. As for the SMILES: ONC=S.

Last column: natural (NBO) charge in e.
Element x y z (Å)
O: 1.5282 0.1465 -0.3306  -0.54
N: 0.1758 0.2688 0.1723  -0.32
C: -0.7888 -0.5995 -0.2006  -0.10
S: -2.3700 -0.0799 -0.1979  -0.13
H: 1.9406 0.6484 0.4414  0.47
H: 0.0592 1.3127 0.3000  0.39
H: -0.5450 -1.6971 -0.1847  0.23


Below is a 2-piece molecular cluster, CH3NOSi overall, with properties calculated with ωB97M-V with the def2-TZVPD basis set.

As for the multiplicity: 1. For the LUMO energy, the calculation gives -1.04 eV. Its highest occupied orbital energy is -8.908 eV.

Last column: natural (NBO) charge in e.
Element x y z (Å)
C: -2.3784 0.1435 0.5095  0.08
N: -3.2421 -0.1238 -0.1837  -0.32
O: 1.0621 0.4346 0.0140  -1.16
Si: 2.4928 -0.6545 0.1379  1.03
H: 1.1570 1.2004 -0.5605  0.50
H: 2.4569 -1.4147 -1.0326  -0.37
H: -1.5483 0.4144 1.1154  0.24


Below is one molecule with the formula CH3NS3, with properties calculated with ωB97M-V with the def2-TZVPD basis set.

As for the multiplicity: 1. For the LUMO energy (alpha / beta), the calculation gives -0.61 / -0.69 eV. Its highest occupied orbital energy (alpha / beta) is -7.230 / -7.180 eV.

Last column: natural (NBO) charge in e.
Element x y z (Å)
C: 0.0267 0.0162 0.4315  -0.13
N: 0.4310 -0.3583 -0.7834  -0.65
S: -2.2847 0.0570 -1.6429  -0.49
S: 1.2380 0.2610 1.6289  0.01
S: -0.5124 -0.5749 -2.1356  0.42
H: 1.4432 -0.4165 -0.7161  0.42
H: 0.5870 1.2265 2.4952  0.18
H: -0.9287 -0.2109 0.7225  0.23


Below is a 2-piece molecular cluster, CH3O2 overall, with properties calculated with ωB97M-V with the def2-TZVPD basis set.

The net charge is +1. As for the multiplicity: 1. For the LUMO energy (alpha / beta), the calculation gives -10.88 / -10.84 eV. Its highest occupied orbital energy (alpha / beta) is -17.953 / -18.023 eV.

Last column: natural (NBO) charge in e.
Element x y z (Å)
C: -0.2040 -0.3456 -0.9200  0.35
O: 0.2673 0.1576 1.9402  -0.05
O: -0.6873 0.2536 -0.0424  -0.22
H: -0.5850 -0.1075 -1.9768  0.25
H: 0.6154 -0.9633 -0.8631  0.22
H: 0.5936 1.0053 1.8622  0.45


Below is a 2-piece molecular cluster, CH3O2S overall, with properties calculated with ωB97M-V with the def2-TZVPD basis set.

The net charge is -1. As for the multiplicity: 1. For the LUMO energy, the calculation gives 3.94 eV. Its highest occupied orbital energy is -3.181 eV.

Last column: natural (NBO) charge in e.
Element x y z (Å)
S: 0.5870 1.5380 1.5512  -1.08
H: 1.3088 2.4192 2.1730  0.11
O: -0.6174 -2.1426 -1.8312  -0.63
C: -0.6923 -1.3344 -0.9388  0.65
O: -0.1272 -0.1649 -0.9269  -0.67
H: -1.2235 -1.6347 -0.0203  0.08
H: -0.2324 0.3253 -0.0879  0.54


Below is a 2-piece molecular cluster, CH3O3 overall, with properties calculated with ωB97M-V with the def2-TZVPD basis set.

The net charge is -1. As for the multiplicity: 1. For the LUMO energy, the calculation gives 4.33 eV. Its highest occupied orbital energy is -4.180 eV.

Last column: natural (NBO) charge in e.
Element x y z (Å)
O: 0.1364 2.7154 -0.3459  -0.99
H: -0.7751 3.0093 -0.3566  0.45
O: -0.3670 -2.2180 0.2305  -0.77
C: 0.2946 -1.1676 0.1460  0.64
O: -0.0797 0.0136 -0.0471  -0.83
H: 1.4102 -1.2901 0.2711  -0.02
H: 0.1096 1.8196 0.0682  0.52


Below is a 2-piece molecular cluster, CH3O3 overall, with properties calculated with ωB97M-V with the def2-TZVPD basis set.

The net charge is -1. As for the multiplicity: 1. For the LUMO energy, the calculation gives 3.66 eV. Its highest occupied orbital energy is -3.752 eV.

Last column: natural (NBO) charge in e.
Element x y z (Å)
O: 1.8992 2.6663 0.3609  -0.95
H: 1.5520 3.0409 1.2019  0.46
H: 1.6803 1.7080 0.4072  0.49
O: -0.2347 -1.6479 0.1271  -0.79
O: -1.4897 -1.6621 -1.6997  -0.80
C: -1.2782 -1.8264 -0.4811  0.62
H: -2.1290 -2.2788 0.0838  -0.03


Below is a 2-piece molecular cluster, CH3O3 overall, with properties calculated with ωB97M-V with the def2-TZVPD basis set.

The net charge is -1. As for the multiplicity: 1. For the LUMO energy, the calculation gives 4.58 eV. Its highest occupied orbital energy is -4.078 eV.

Last column: natural (NBO) charge in e.
Element x y z (Å)
O: 0.3283 -2.6357 1.9997  -0.99
H: -0.1722 -2.5458 2.8421  0.43
H: 0.8701 -1.8162 1.9445  0.50
O: 1.5782 -0.5888 1.3575  -0.82
O: 0.0000 0.0000 0.0000  -0.75
C: 0.7758 0.2813 0.9273  0.62
H: 0.7336 1.2738 1.4380  0.02


Below is one molecule with the formula CH3O3P, with properties calculated with ωB97M-V with the def2-TZVPD basis set.

As for the multiplicity: 1. For the LUMO energy, the calculation gives -0.19 eV. Its highest occupied orbital energy is -11.992 eV. As for the SMILES: COP(=O)=O.

Last column: natural (NBO) charge in e.
Element x y z (Å)
C: -0.6512 -0.4365 -0.7642  -0.26
O: 0.5723 0.1201 -0.5311  -0.79
P: 0.9944 0.5180 0.9360  2.46
O: 2.2485 1.1670 1.0984  -0.99
O: -0.1250 0.2038 1.8100  -1.03
H: -1.0475 -0.9638 0.1083  0.22
H: -0.5764 -1.0885 -1.6654  0.20
H: -1.4151 0.4798 -0.9920  0.18


Below is a 2-piece molecular cluster, CH3O3PS overall, with properties calculated with ωB97M-V with the def2-TZVPD basis set.

As for the multiplicity: 1. For the LUMO energy (alpha / beta), the calculation gives -1.26 / -0.47 eV. Its highest occupied orbital energy (alpha / beta) is -9.081 / -8.888 eV.

Last column: natural (NBO) charge in e.
Element x y z (Å)
C: 1.7704 -0.0236 0.1059  -0.51
O: -0.8916 2.1359 -0.6207  -1.01
O: -1.8764 0.0245 0.2143  -1.05
O: -1.4216 -2.2930 0.4240  -0.81
P: -1.8432 1.6351 0.3421  1.58
S: -1.2062 -1.2512 -0.5165  1.30
H: 1.8348 0.6493 -0.8006  0.19
H: 2.1924 0.1269 1.0505  0.17
H: 1.4414 -1.0038 -0.1989  0.15


Below is a 2-piece molecular cluster, CH3O3PS overall, with properties calculated with ωB97M-V with the def2-TZVPD basis set.

As for the multiplicity: 1. For the LUMO energy, the calculation gives -0.06 eV. Its highest occupied orbital energy is -9.428 eV. As for the SMILES: O=S1#[PH]O1.C=O.

Last column: natural (NBO) charge in e.
Element x y z (Å)
O: -1.3868 2.4799 -0.1637  -0.90
S: -1.0806 1.2248 0.4592  1.31
P: -1.6535 -0.4914 -0.6388  0.60
O: -2.4466 0.2627 0.6652  -0.92
H: -0.7942 -1.2177 0.1667  -0.11
C: 1.8243 -0.5738 -0.0885  0.29
O: 1.4936 0.5685 -0.0289  -0.50
H: 1.1396 -1.3263 -0.4255  0.10
H: 2.9042 -0.9265 0.0541  0.11


Below is a 2-piece molecular cluster, CH3O3S overall, with properties calculated with ωB97M-V with the def2-TZVPD basis set.

The net charge is -1. As for the multiplicity: 1. For the LUMO energy, the calculation gives 3.84 eV. Its highest occupied orbital energy is -3.568 eV.

Last column: natural (NBO) charge in e.
Element x y z (Å)
C: 0.2787 -1.5115 0.7461  -0.36
O: 2.3144 0.2321 0.7138  -1.02
O: 1.5493 -0.5785 -1.4335  -1.00
O: -0.9486 -1.3847 0.1086  -0.77
S: 1.2115 -0.2091 -0.0561  1.92
H: 0.3745 -0.7205 2.0942  -0.03
H: -1.4756 -0.5033 0.2584  0.43
H: 0.3667 1.1030 -0.1945  -0.17


Below is a 2-piece molecular cluster, CH3O3Si overall, with properties calculated with ωB97M-V with the def2-TZVPD basis set.

The net charge is -1. As for the multiplicity: 1. For the LUMO energy, the calculation gives 4.10 eV. Its highest occupied orbital energy is -4.439 eV.

Last column: natural (NBO) charge in e.
Element x y z (Å)
C: -0.3600 0.4308 -0.7290  0.38
O: -1.3028 -0.4816 -0.9977  -0.72
O: -0.1714 1.3375 -1.5601  -0.65
O: 2.2613 -0.3323 0.2248  -1.27
Si: 0.8986 0.1299 0.6783  1.52
H: -1.5690 -0.9632 -0.2134  0.50
H: -0.2504 -1.4259 1.2558  -0.48
H: 0.4938 1.3048 1.3411  -0.28


Below is a 2-piece molecular cluster, CH3O4 overall, with properties calculated with ωB97M-V with the def2-TZVPD basis set.

The net charge is +1. As for the multiplicity: 1. For the LUMO energy (alpha / beta), the calculation gives -7.19 / -7.19 eV. Its highest occupied orbital energy (alpha / beta) is -16.916 / -16.917 eV.

Last column: natural (NBO) charge in e.
Element x y z (Å)
C: -0.1266 0.7304 0.1811  0.40
O: 2.2365 1.7337 -2.6957  -0.06
O: -0.8233 -0.2391 0.0057  -0.47
O: 0.6942 0.3193 -2.1896  -0.25
O: 1.6582 0.6509 -2.9447  0.35
H: 1.0129 0.7109 0.1685  0.24
H: -0.7375 1.7018 0.0736  0.24
H: -0.4373 -1.1074 0.0937  0.55


Below is CH3O4P as an isolated structure, with properties calculated with ωB97M-V with the def2-TZVPD basis set.

As for the multiplicity: 1. For the LUMO energy, the calculation gives -0.14 eV. Its highest occupied orbital energy is -11.012 eV.

Last column: natural (NBO) charge in e.
Element x y z (Å)
C: 0.7093 0.4538 0.5770  0.69
O: -0.0426 -1.3682 -1.7957  -1.05
O: -0.0150 -0.4555 0.9467  -0.59
O: 1.4505 1.1209 1.3760  -0.66
O: -1.8764 0.3545 -0.9892  -1.05
P: -1.1257 -0.9146 -0.8773  2.05
H: 0.5318 0.8953 -0.3970  0.15
H: -1.6580 -2.0143 -0.0435  -0.07
H: 2.0262 1.9282 1.2031  0.54


Below is CH3O4P as an isolated structure, with properties calculated with ωB97M-V with the def2-TZVPD basis set.

As for the multiplicity: 1. For the LUMO energy, the calculation gives -0.45 eV. Its highest occupied orbital energy is -10.842 eV.

Last column: natural (NBO) charge in e.
Element x y z (Å)
C: 0.1244 0.0903 0.0738  -1.03
O: 2.9082 -0.3351 -0.3176  -1.02
O: 1.0164 -2.6989 -1.5583  0.00
O: 1.4396 -2.4353 -0.0930  -0.53
O: 1.3743 -1.4643 -2.1419  -0.47
P: 1.5875 -0.8815 -0.5221  2.24
H: 0.2480 0.8985 -0.6983  0.26
H: -0.8214 -0.4445 0.1531  0.27
H: 0.2190 0.4479 1.2009  0.28


The evaluated E for the records listed, in turn: -395.4402, -395.4490, -395.3156, -737.1213, -567.9913, -459.3138, -1289.1412, -189.8329, -588.6230, -265.6898, -265.6723, -265.6772, -607.0130, -1005.0721, -1005.0715, -663.6887, -555.1507, -340.2441, -682.2384, -682.0656 Eh.
The evaluated relative energy (zero: lowest compared OMol25 entry of this formula, charge and spin) for the records listed, in turn: 70.1, 64.5, 5.2, 6.1, 68.7, 59.6, 31.7, 138.5, 12.3, 5.0, 16.0, 12.9, 7.7, 79.1, 79.5, 114.6, 46.0, 145.5, 35.1, 143.5 kcal/mol.